Entry 1:
Molecular formula: C3H4N2OS
Method: DFT, the ωB97M-V functional and the def2-TZVPD basis

* ΔE to the lowest compared entry with this formula, charge and spin: 0.346 eV
* maximum force: 0.7 eV/A
* spin multiplicity: 1
* SMILES: O=C1CSN=CN1
* HOMO level: -8.76 eV
* Kohn-Sham gap: 9.42 eV
* E_LUMO: 0.0246 Ha

Positions of all 11 atoms, in Å:
O  -2.37  -0.30  -0.70
C  -1.20  -0.29  -0.40
C  -0.68  -0.33  1.02
S  0.81  0.66  1.25
N  1.76  0.18  -0.08
C  1.17  -0.21  -1.14
N  -0.20  -0.31  -1.36
H  -0.49  -1.37  1.28
H  -1.46  0.04  1.69
H  1.81  -0.46  -2.00
H  -0.54  -0.40  -2.31

Charges computed using natural (NBO), reported in e:
1. O -0.56
2. C 0.68
3. C -0.68
4. S 0.44
5. N -0.59
6. C 0.25
7. N -0.65
8. H 0.24
9. H 0.27
10. H 0.19
11. H 0.42

---

Entry 2:
Molecular formula: C3H4N2OS
Method: DFT, the ωB97M-V functional and the def2-TZVPD basis

* ΔE to the lowest compared entry with this formula, charge and spin: 4.723 eV
* maximum force: 7.0 eV/A
* spin multiplicity: 1
* HOMO level: -8.68 eV
* Kohn-Sham gap: 8.48 eV
* E_LUMO: -0.0072 Ha

Positions of all 11 atoms, in Å:
C  -0.88  -0.36  -0.17
C  0.55  1.10  -0.24
C  1.24  -0.10  -0.22
H  -2.71  0.31  -0.04
H  -2.52  -1.45  0.90
H  0.97  2.05  -0.60
H  3.22  0.00  1.35
N  -2.16  -0.88  -0.25
N  -0.83  0.88  -0.13
O  0.23  -1.08  -0.39
S  2.89  -0.47  -0.21

Charges computed using natural (NBO), reported in e:
1. C 0.61
2. C -0.06
3. C -0.05
4. H 0.42
5. H 0.36
6. H 0.22
7. H 0.16
8. N -0.79
9. N -0.52
10. O -0.41
11. S 0.06

---

Entry 3:
Molecular formula: C3H4N2OS
Method: DFT, the ωB97M-V functional and the def2-TZVPD basis

* ΔE to the lowest compared entry with this formula, charge and spin: 2.357 eV
* maximum force: 2.7 eV/A
* spin multiplicity: 1
* SMILES: N=C=CS.N=C=O
* HOMO level: -8.94 eV
* Kohn-Sham gap: 9.35 eV
* E_LUMO: 0.0151 Ha

Positions of all 11 atoms, in Å:
N  1.38  -0.37  -2.08
C  0.93  0.35  -1.21
C  0.75  0.98  -0.08
S  -0.73  2.14  -0.02
H  1.07  -1.35  -2.13
H  1.60  1.02  0.61
H  -1.24  1.67  1.18
N  -1.21  -1.54  0.36
C  -0.56  -1.00  1.20
O  0.09  -0.67  2.10
H  -2.07  -1.24  0.06

Charges computed using natural (NBO), reported in e:
1. N -0.61
2. C 0.41
3. C -0.56
4. S -0.03
5. H 0.39
6. H 0.27
7. H 0.13
8. N -0.77
9. C 0.87
10. O -0.52
11. H 0.41

---

Entry 4:
Molecular formula: C3H4N2OS
Method: DFT, the ωB97M-V functional and the def2-TZVPD basis

* ΔE to the lowest compared entry with this formula, charge and spin: 2.632 eV
* maximum force: 5.2 eV/A
* spin multiplicity: 1
* SMILES: [H]/N=c1\occn1S
* HOMO level: -7.81 eV
* Kohn-Sham gap: 8.31 eV
* E_LUMO: 0.0184 Ha

Positions of all 11 atoms, in Å:
H  1.03  -2.38  -1.29
N  1.09  -1.33  -0.98
C  0.25  -0.92  -0.13
O  -0.85  -1.60  0.58
C  -1.38  -0.69  1.35
C  -0.91  0.59  1.16
N  0.13  0.41  0.26
S  0.72  1.66  -0.91
H  -2.35  -1.07  1.86
H  -1.35  1.56  1.48
H  1.63  0.70  -1.38

Charges computed using natural (NBO), reported in e:
1. H 0.39
2. N -0.78
3. C 0.66
4. O -0.46
5. C 0.07
6. C -0.14
7. N -0.54
8. S 0.14
9. H 0.21
10. H 0.25
11. H 0.19

---

Entry 5:
Molecular formula: C3H4N2OS
Method: DFT, the ωB97M-V functional and the def2-TZVPD basis

* ΔE to the lowest compared entry with this formula, charge and spin: 5.350 eV
* maximum force: 5.4 eV/A
* spin multiplicity: 1
* SMILES: CS[C@@H](C#N)N=O
* HOMO level: -10.08 eV
* Kohn-Sham gap: 8.44 eV
* E_LUMO: -0.0604 Ha

Positions of all 11 atoms, in Å:
C  0.94  0.50  1.39
S  0.05  -0.96  0.96
C  -0.43  -0.28  -1.02
C  -1.03  -1.43  -1.60
N  -1.29  -2.43  -2.10
N  -1.32  0.53  -0.44
O  -0.82  1.69  -0.02
H  0.33  1.28  0.75
H  1.96  0.48  0.91
H  0.98  0.59  2.43
H  0.61  0.04  -1.26

Charges computed using natural (NBO), reported in e:
1. C -0.81
2. S 0.33
3. C -0.19
4. C 0.23
5. N -0.23
6. N 0.03
7. O -0.40
8. H 0.30
9. H 0.22
10. H 0.25
11. H 0.26

---

Entry 6:
Molecular formula: C3H4N2OS
Method: DFT, the ωB97M-V functional and the def2-TZVPD basis

* ΔE to the lowest compared entry with this formula, charge and spin: 1.236 eV
* maximum force: 2.0 eV/A
* spin multiplicity: 1
* SMILES: Oc1c[nH]nc1S
* HOMO level: -8.86 eV
* Kohn-Sham gap: 9.61 eV
* E_LUMO: 0.0277 Ha

Positions of all 11 atoms, in Å:
O  -0.17  2.11  0.00
C  -0.58  0.81  -0.01
C  -1.86  0.35  0.03
N  -1.76  -1.04  -0.01
N  -0.44  -1.47  -0.03
C  0.24  -0.35  0.03
S  2.02  -0.32  -0.07
H  0.78  2.16  -0.11
H  -2.85  0.81  0.02
H  -2.43  -1.77  0.06
H  2.11  -0.32  1.27

Charges computed using natural (NBO), reported in e:
1. O -0.67
2. C 0.18
3. C -0.11
4. N -0.35
5. N -0.24
6. C -0.08
7. S -0.01
8. H 0.49
9. H 0.23
10. H 0.41
11. H 0.14

---

Entry 7:
Molecular formula: C3H4N2OS2
Method: DFT, the ωB97M-V functional and the def2-TZVPD basis

* ΔE to the lowest compared entry with this formula, charge and spin: 2.178 eV
* maximum force: 1.1 eV/A
* spin multiplicity: 1
* SMILES: C=NSC(=O)SN=C
* HOMO level: -9.30 eV
* Kohn-Sham gap: 9.91 eV
* E_LUMO: 0.0224 Ha

Positions of all 12 atoms, in Å:
C  0.55  0.09  -3.28
N  -0.15  -0.42  -2.37
S  0.22  0.10  -0.77
C  -1.05  -0.92  0.03
O  -1.80  -1.65  -0.54
S  -1.12  -0.77  1.81
N  0.13  0.36  2.02
C  0.40  0.75  3.20
H  0.38  -0.24  -4.32
H  1.34  0.82  -3.15
H  -0.08  0.39  4.07
H  1.19  1.48  3.31

Charges computed using natural (NBO), reported in e:
1. C -0.07
2. N -0.52
3. S 0.40
4. C 0.22
5. O -0.52
6. S 0.43
7. N -0.56
8. C -0.05
9. H 0.18
10. H 0.15
11. H 0.16
12. H 0.18

---

Entry 8:
Molecular formula: C3H4N2S
Method: DFT, the ωB97M-V functional and the def2-TZVPD basis

* ΔE to the lowest compared entry with this formula, charge and spin: 2.343 eV
* maximum force: 4.2 eV/A
* spin multiplicity: 1
* SMILES: CS/N=C/C#N
* HOMO level: -9.44 eV
* Kohn-Sham gap: 9.45 eV
* E_LUMO: 0.0001 Ha

Positions of all 10 atoms, in Å:
C  -2.07  0.71  0.05
S  -1.17  -0.87  -0.02
N  0.46  -0.24  0.16
C  1.45  -1.00  0.12
C  2.79  -0.23  -0.04
N  3.76  0.41  -0.02
H  -3.14  0.57  -0.33
H  -2.10  1.27  0.93
H  -1.61  1.44  -0.75
H  1.63  -2.07  -0.09

Charges computed using natural (NBO), reported in e:
1. C -0.76
2. S 0.40
3. N -0.47
4. C 0.00
5. C 0.22
6. N -0.30
7. H 0.24
8. H 0.22
9. H 0.24
10. H 0.21

---

Entry 9:
Molecular formula: C3H4N2S
Method: DFT, the ωB97M-V functional and the def2-TZVPD basis

* ΔE to the lowest compared entry with this formula, charge and spin: 0.758 eV
* maximum force: 5.7 eV/A
* charge: +2
* spin multiplicity: 1
* HOMO level (spin up / spin down): -21.87 / -21.88 eV
* Kohn-Sham gap (spin up / spin down): 6.80 / 6.76 eV
* E_LUMO (spin up / spin down): -0.5537 / -0.5555 Ha

Positions of all 10 atoms, in Å:
C  -0.45  2.21  -1.32
C  -0.19  0.18  0.04
C  -0.43  -1.13  -0.43
N  -0.55  1.27  -0.65
N  0.71  0.45  1.04
S  1.34  1.90  1.31
H  -1.50  -1.11  -0.42
H  -0.11  -1.97  0.32
H  0.02  -1.41  -1.35
H  1.15  -0.38  1.45

Charges computed using natural (NBO), reported in e:
1. C 0.70
2. C 0.74
3. C -0.75
4. N -0.65
5. N -0.71
6. S 1.14
7. H 0.35
8. H 0.31
9. H 0.37
10. H 0.50

---

Entry 10:
Molecular formula: C3H4N2S2
Method: DFT, the ωB97M-V functional and the def2-TZVPD basis

* ΔE to the lowest compared entry with this formula, charge and spin: 1.207 eV
* maximum force: 5.8 eV/A
* spin multiplicity: 1
* SMILES: S=c1[nH]cc(S)[nH]1
* HOMO level: -7.98 eV
* Kohn-Sham gap: 8.48 eV
* E_LUMO: 0.0182 Ha

Positions of all 11 atoms, in Å:
S  -3.07  -0.76  -0.19
C  -1.45  -0.26  0.06
N  -0.99  1.02  -0.03
C  0.42  0.96  -0.17
C  0.83  -0.29  -0.05
S  2.60  -0.67  -0.24
N  -0.31  -0.97  0.16
H  -1.42  1.86  -0.35
H  0.83  1.94  0.11
H  2.92  -0.94  0.99
H  -0.35  -1.90  -0.29

Charges computed using natural (NBO), reported in e:
1. S -0.30
2. C 0.27
3. N -0.55
4. C -0.08
5. C -0.04
6. S 0.04
7. N -0.56
8. H 0.43
9. H 0.23
10. H 0.13
11. H 0.43

---

Entry 11:
Molecular formula: C3H4N2S2
Method: DFT, the ωB97M-V functional and the def2-TZVPD basis

* ΔE to the lowest compared entry with this formula, charge and spin: 1.555 eV
* maximum force: 2.1 eV/A
* spin multiplicity: 1
* SMILES: S=C1CC(=S)NN1
* HOMO level: -8.54 eV
* Kohn-Sham gap: 8.48 eV
* E_LUMO: -0.0020 Ha

Positions of all 11 atoms, in Å:
S  -2.79  -0.41  -0.01
C  -1.19  0.00  -0.01
C  0.04  -0.95  0.05
C  1.21  0.02  -0.03
S  2.77  -0.42  -0.03
N  0.68  1.28  0.07
N  -0.69  1.25  -0.06
H  0.09  -1.33  1.10
H  -0.11  -1.76  -0.70
H  1.27  2.14  0.13
H  -1.23  2.10  -0.06

Charges computed using natural (NBO), reported in e:
1. S -0.14
2. C 0.11
3. C -0.55
4. C 0.07
5. S -0.09
6. N -0.43
7. N -0.41
8. H 0.28
9. H 0.29
10. H 0.44
11. H 0.43

---

Entry 12:
Molecular formula: C3H4N3
Method: DFT, the ωB97M-V functional and the def2-TZVPD basis

* ΔE to the lowest compared entry with this formula, charge and spin: 1.838 eV
* maximum force: 3.2 eV/A
* charge: +1
* spin multiplicity: 1
* SMILES: [H]/N=C/[N+](=C)C#N
* HOMO level: -16.50 eV
* Kohn-Sham gap: 9.36 eV
* E_LUMO: -0.2623 Ha

Positions of all 10 atoms, in Å:
H  -2.46  -1.32  -0.49
N  -1.77  -0.92  0.12
C  -0.91  -0.24  -0.49
N  0.22  0.35  0.29
C  0.93  1.40  0.19
C  0.94  -0.79  0.49
N  1.32  -1.79  0.83
H  -0.62  -0.33  -1.51
H  0.48  2.27  -0.25
H  1.86  1.35  0.83

Charges computed using natural (NBO), reported in e:
1. H 0.40
2. N -0.45
3. C 0.21
4. N -0.32
5. C 0.21
6. C 0.30
7. N -0.09
8. H 0.22
9. H 0.25
10. H 0.27

---

Entry 13:
Molecular formula: C3H4N3
Method: DFT, the ωB97M-V functional and the def2-TZVPD basis

* ΔE to the lowest compared entry with this formula, charge and spin: 5.376 eV
* maximum force: 3.9 eV/A
* charge: +1
* spin multiplicity: 1
* HOMO level (spin up / spin down): -14.70 / -14.50 eV
* Kohn-Sham gap (spin up / spin down): 8.08 / 8.15 eV
* E_LUMO (spin up / spin down): -0.2433 / -0.2334 Ha

Positions of all 10 atoms, in Å:
C  1.56  1.09  0.22
C  -0.29  -0.31  0.20
C  0.12  1.12  0.03
N  1.75  -1.02  0.18
N  2.16  0.09  -0.16
N  -1.29  -1.09  0.15
H  -0.39  1.91  0.62
H  -0.01  1.23  -1.12
H  -2.31  -0.89  -0.22
H  -1.29  -2.11  0.09

Charges computed using natural (NBO), reported in e:
1. C 0.47
2. C 0.46
3. C -0.68
4. N 0.08
5. N -0.21
6. N -0.68
7. H 0.32
8. H 0.33
9. H 0.44
10. H 0.45

---

Entry 14:
Molecular formula: C3H4N3
Method: DFT, the ωB97M-V functional and the def2-TZVPD basis

* ΔE to the lowest compared entry with this formula, charge and spin: 2.679 eV
* maximum force: 7.4 eV/A
* charge: +1
* spin multiplicity: 3
* ⟨S²⟩: 2.019
* HOMO level (spin up / spin down): -15.83 / -17.18 eV
* Kohn-Sham gap (spin up / spin down): 10.37 / 8.23 eV
* E_LUMO (spin up / spin down): -0.2007 / -0.3288 Ha

Positions of all 10 atoms, in Å:
C  -1.60  -0.62  -0.71
C  -2.00  0.08  0.37
C  1.58  0.15  -0.05
N  -0.84  0.52  0.70
N  -0.36  -0.73  -1.14
N  0.21  -0.05  -0.23
H  -2.85  0.29  1.00
H  1.87  1.13  -0.02
H  1.84  -0.48  0.90
H  2.16  -0.28  -0.82

Charges computed using natural (NBO), reported in e:
1. C 0.49
2. C -0.09
3. C -0.46
4. N -0.10
5. N -0.16
6. N 0.17
7. H 0.31
8. H 0.28
9. H 0.29
10. H 0.28

---

Entry 15:
Molecular formula: C3H4N4
Method: DFT, the ωB97M-V functional and the def2-TZVPD basis

* ΔE to the lowest compared entry with this formula, charge and spin: 5.040 eV
* maximum force: 0.4 eV/A
* spin multiplicity: 1
* HOMO level: -8.23 eV
* Kohn-Sham gap: 8.54 eV
* E_LUMO: 0.0115 Ha

Positions of all 11 atoms, in Å:
N  -1.19  1.17  -0.84
C  -0.11  0.35  -0.29
C  -0.77  -0.53  0.59
N  0.04  -1.39  1.22
C  1.34  -1.28  0.89
N  1.93  -0.44  0.04
N  1.15  0.44  -0.60
H  -1.15  2.15  -0.58
H  -1.34  1.07  -1.84
H  -1.86  0.46  -0.12
H  2.02  -1.97  1.38

Charges computed using natural (NBO), reported in e:
1. N -0.79
2. C 0.16
3. C -0.11
4. N -0.44
5. C 0.20
6. N -0.26
7. N -0.20
8. H 0.42
9. H 0.42
10. H 0.41
11. H 0.19

---

Entry 16:
Molecular formula: C3H4N4
Method: DFT, the ωB97M-V functional and the def2-TZVPD basis

* ΔE to the lowest compared entry with this formula, charge and spin: 6.030 eV
* maximum force: 8.4 eV/A
* spin multiplicity: 1
* HOMO level: -10.07 eV
* Kohn-Sham gap: 10.36 eV
* E_LUMO: 0.0105 Ha

Positions of all 11 atoms, in Å:
C  2.48  -0.08  -0.31
C  1.57  0.34  0.47
C  -1.70  -0.56  -0.54
H  3.56  -0.45  0.27
H  2.37  -0.52  -1.50
H  1.80  0.44  1.87
H  -2.29  -0.98  -1.30
N  0.24  0.11  0.04
N  -0.37  -0.86  -0.75
N  -1.92  0.43  0.40
N  -0.74  0.79  0.73

Charges computed using natural (NBO), reported in e:
1. C -0.40
2. C -0.07
3. C 0.09
4. H 0.23
5. H 0.25
6. H 0.26
7. H 0.21
8. N -0.10
9. N -0.23
10. N -0.23
11. N -0.02

---

Entry 17:
Molecular formula: C3H4N4
Method: DFT, the ωB97M-V functional and the def2-TZVPD basis

* ΔE to the lowest compared entry with this formula, charge and spin: 3.299 eV
* maximum force: 1.1 eV/A
* spin multiplicity: 1
* HOMO level: -9.15 eV
* Kohn-Sham gap: 9.65 eV
* E_LUMO: 0.0184 Ha

Positions of all 11 atoms, in Å:
N  -2.04  -0.09  -0.91
C  -0.71  0.13  -0.69
C  0.95  -1.80  1.40
N  1.43  -0.75  1.17
C  1.81  0.51  0.72
N  1.02  1.33  0.16
N  -0.32  1.05  0.10
H  -2.33  -0.99  -1.25
H  -2.68  0.37  -0.27
H  -0.03  -0.49  -1.28
H  2.86  0.77  0.86

Charges computed using natural (NBO), reported in e:
1. N -0.80
2. C 0.26
3. C 0.33
4. N -0.58
5. C 0.17
6. N -0.19
7. N -0.35
8. H 0.39
9. H 0.40
10. H 0.17
11. H 0.21

---

Entry 18:
Molecular formula: C3H4N4
Method: DFT, the ωB97M-V functional and the def2-TZVPD basis

* ΔE to the lowest compared entry with this formula, charge and spin: 9.472 eV
* maximum force: 6.9 eV/A
* spin multiplicity: 1
* SMILES: C/N=N/N=C=C=N
* HOMO level (spin up / spin down): -8.53 / -8.79 eV
* Kohn-Sham gap (spin up / spin down): 7.29 / 7.38 eV
* E_LUMO (spin up / spin down): -0.0458 / -0.0515 Ha

Positions of all 11 atoms, in Å:
C  2.05  -2.00  -0.44
N  0.82  -1.60  0.18
N  0.41  -0.45  0.03
N  -0.46  0.21  0.53
C  -1.18  1.24  0.47
C  -2.12  2.03  0.34
N  -2.93  3.47  0.68
H  2.29  -3.00  -0.08
H  1.96  -2.03  -1.53
H  2.86  -1.32  -0.18
H  -3.69  3.46  0.00

Charges computed using natural (NBO), reported in e:
1. C -0.45
2. N -0.22
3. N 0.15
4. N -0.17
5. C 0.10
6. C 0.05
7. N -0.40
8. H 0.22
9. H 0.21
10. H 0.20
11. H 0.31

---

Entry 19:
Molecular formula: C3H4N4
Method: DFT, the ωB97M-V functional and the def2-TZVPD basis

* ΔE to the lowest compared entry with this formula, charge and spin: 5.661 eV
* maximum force: 7.3 eV/A
* spin multiplicity: 1
* SMILES: [H]/N=N\c1cn[nH]c1
* HOMO level: -9.43 eV
* Kohn-Sham gap: 9.33 eV
* E_LUMO: -0.0037 Ha

Positions of all 11 atoms, in Å:
H  2.36  0.62  1.17
N  2.67  -0.05  0.20
N  1.76  -0.53  -0.65
C  0.42  -0.32  -0.11
C  -0.66  -1.27  0.05
N  -1.84  -0.73  0.03
N  -1.55  0.61  -0.24
C  -0.29  0.92  -0.18
H  -0.93  -2.39  -0.20
H  -2.15  1.22  0.41
H  0.21  1.94  -0.48

Charges computed using natural (NBO), reported in e:
1. H 0.29
2. N -0.29
3. N -0.09
4. C -0.08
5. C -0.05
6. N -0.26
7. N -0.37
8. C -0.04
9. H 0.25
10. H 0.40
11. H 0.24

---

Entry 20:
Molecular formula: C3H4N4
Method: DFT, the ωB97M-V functional and the def2-TZVPD basis

* ΔE to the lowest compared entry with this formula, charge and spin: 4.723 eV
* maximum force: 1.9 eV/A
* spin multiplicity: 1
* HOMO level: -8.31 eV
* Kohn-Sham gap: 8.80 eV
* E_LUMO: 0.0178 Ha

Positions of all 11 atoms, in Å:
N  2.01  -0.21  -0.48
C  0.73  -0.20  -0.07
C  0.17  0.82  0.63
N  -1.17  0.68  0.94
C  -2.07  0.01  0.43
N  -1.73  -1.00  -0.88
N  -0.58  -1.15  -1.16
H  2.58  0.63  -0.50
H  2.43  -1.04  -0.87
H  0.65  1.71  1.06
H  -3.02  -0.25  0.90

Charges computed using natural (NBO), reported in e:
1. N -0.82
2. C 0.23
3. C -0.21
4. N -0.36
5. C 0.16
6. N -0.15
7. N -0.03
8. H 0.39
9. H 0.40
10. H 0.19
11. H 0.20